Entry 1:
{
  "formula": "C19H49N3O10PSn3",
  "method": "ωB97M-V/def2-TZVPD",
  "species": ["Sn", "Sn", "Sn", "P", "O", "O", "O", "O", "C", "C", "C", "O", "H", "H", "H", "H", "H", "H", "H", "H", "C", "O", "C", "C", "N", "C", "C", "O", "C", "H", "H", "H", "H", "H", "H", "H", "H", "H", "H", "H", "H", "H", "H", "H", "C", "O", "C", "C", "N", "C", "C", "O", "C", "H", "H", "H", "H", "H", "H", "H", "H", "H", "H", "H", "H", "H", "H", "H", "C", "C", "C", "O", "C", "N", "H", "H", "H", "H", "H", "H", "H", "H", "H", "H", "H"],
  "positions_angstrom": [[1.92843, -0.05322, 1.28864], [-2.07400, 3.83108, -2.51131], [2.09415, 4.18252, -1.75064], [0.10736, 1.83968, -0.83883], [1.03088, 2.46443, 0.23320], [-1.30488, 2.25184, -0.39497], [0.32300, 0.33887, -0.86089], [0.46691, 2.45297, -2.27405], [2.94716, 1.67728, -6.14568], [2.77238, 1.27889, -4.68846], [3.97509, 0.68810, -3.97468], [2.41727, 2.51358, -4.00963], [2.17508, 2.32640, -6.55409], [3.15244, 0.82877, -6.79617], [3.82256, 2.33466, -6.17733], [1.93579, 0.57369, -4.68233], [3.78716, 0.50780, -2.91183], [4.88437, 1.29219, -3.95540], [4.25020, -0.26569, -4.42917], [1.62148, 2.33491, -3.48520], [2.94804, -0.34423, 4.95750], [3.58876, -0.80246, 3.75436], [4.88636, -0.29786, 3.48475], [5.57530, -1.13874, 2.41832], [4.84516, -1.21452, 1.16472], [5.04987, -2.44005, 0.41179], [4.35853, -2.21648, -0.93896], [2.95875, -1.94377, -0.74445], [2.21570, -2.10403, -1.95842], [3.01497, -1.07107, 5.76519], [1.90139, -0.20439, 4.68476], [3.30818, 0.61832, 5.32440], [5.40948, -0.27627, 4.44297], [4.85259, 0.74162, 3.12874], [5.90021, -2.10151, 2.81266], [6.53911, -0.66347, 2.19990], [5.10938, -0.52995, 0.46397], [4.76988, -3.34119, 0.95563], [6.11913, -2.56795, 0.19953], [4.34247, -3.20978, -1.39871], [4.99659, -1.62941, -1.60510], [1.51922, -2.92456, -1.78918], [2.80978, -2.41035, -2.82280], [1.77531, -1.16575, -2.29212], [-5.55086, 1.68392, -2.42532], [-4.71615, 2.50236, -1.60813], [-5.24163, 2.72699, -0.26314], [-4.94705, 1.70307, 0.82259], [-3.59065, 1.83874, 1.32146], [-3.32491, 1.07150, 2.52018], [-3.72931, 1.80889, 3.79780], [-2.69938, 2.74973, 4.03686], [-2.87573, 3.48198, 5.23355], [-6.22566, 2.30840, -3.02713], [-6.34661, 1.15856, -1.89570], [-4.97793, 1.10536, -3.14416], [-6.30877, 2.81651, -0.47167], [-4.90595, 3.65259, 0.20985], [-5.24036, 0.72455, 0.41536], [-5.62913, 1.92202, 1.64625], [-2.90793, 1.78852, 0.58453], [-2.26717, 0.82895, 2.62723], [-3.85043, 0.11017, 2.44818], [-3.67207, 1.14187, 4.66641], [-4.72219, 2.26990, 3.80652], [-1.97349, 4.06811, 5.40964], [-2.95428, 2.95481, 6.19090], [-3.75985, 4.10749, 5.09075], [-3.00844, -2.89552, 1.10774], [-1.75670, -2.59882, 0.26200], [-2.08914, -2.48687, -1.21812], [-2.84370, -3.60036, -1.63057], [-2.15955, -4.82778, -1.75704], [-1.18394, -1.30690, 0.76893], [-3.39546, -3.88469, 0.87172], [-3.76397, -2.13569, 0.87775], [-2.98550, -2.83941, 2.19709], [-0.91758, -3.22959, 0.56092], [-1.18446, -2.37866, -1.82987], [-2.69205, -1.58782, -1.36753], [-1.36531, -5.05824, -1.04149], [-1.60686, -4.85382, -2.70526], [-2.97263, -5.54792, -1.78736], [-0.75327, -0.72249, 0.05924], [-2.01094, -0.73129, 0.93839]],
  "mulliken_charge": [1.383, 1.432, 1.329, 0.874, -0.949, -0.675, -0.355, -1.183, -1.447, 0.591, -1.026, -0.552, 0.346, 0.390, 0.326, 0.257, 0.037, 0.411, 0.399, 0.565, -0.779, -0.352, -0.471, -1.004, 0.047, -1.009, -0.725, -0.117, -0.755, 0.272, 0.234, 0.405, 0.544, 0.266, 0.417, 0.422, 0.236, 0.475, 0.410, 0.544, 0.365, 0.302, 0.522, 0.054, -0.878, -0.205, -0.941, -0.414, 0.280, -0.379, -0.739, -0.259, -0.805, 0.337, 0.343, 0.318, 0.462, 0.357, 0.296, 0.436, 0.029, 0.240, 0.258, 0.416, 0.390, 0.225, 0.318, 0.325, -1.321, 0.271, -0.242, -0.409, -0.737, -0.257, 0.349, 0.209, 0.408, 0.324, 0.248, 0.239, 0.299, 0.308, 0.284, 0.279, -0.114],
  "e_homo_ev": -14.696,
  "charge": 3,
  "e_lumo_ev": -11.77
}

---

Entry 2:
{
  "formula": "C19H49NO12P2Si2",
  "method": "ωB97M-V/def2-TZVPD",
  "species": ["C", "C", "Si", "C", "C", "C", "O", "Si", "C", "O", "O", "P", "N", "O", "O", "P", "C", "O", "H", "H", "H", "H", "H", "H", "H", "H", "H", "H", "H", "H", "H", "H", "H", "H", "H", "H", "H", "C", "O", "C", "C", "O", "C", "H", "H", "H", "H", "H", "H", "H", "H", "H", "H", "C", "O", "C", "C", "O", "C", "H", "H", "H", "H", "H", "H", "H", "H", "H", "H", "C", "O", "C", "C", "O", "C", "H", "H", "H", "H", "H", "H", "H", "H", "H", "H"],
  "positions_angstrom": [[0.19393, 2.46079, 1.43169], [0.02890, 2.42604, 0.23398], [-0.21696, 2.36572, -1.58711], [0.57118, 0.85348, -2.31985], [-0.02996, -0.49188, -1.87699], [0.42451, -0.94624, -0.48896], [-1.83737, 2.30775, -1.90614], [-2.94388, 3.52371, -1.75475], [-2.84455, 4.56894, -0.18766], [-2.96393, 3.86851, 1.04204], [-3.16363, 2.47820, 0.74478], [-4.97824, 2.53626, -1.93599], [-4.95456, 0.99637, -1.85966], [-5.92942, 3.17599, -0.78346], [-5.68753, 3.13133, -3.26839], [0.68417, 4.31122, -2.29607], [2.30093, 4.22192, -1.42640], [1.10807, 3.97858, -3.86883], [0.39873, 2.74398, 2.43490], [1.64237, 0.87076, -2.08506], [0.48603, 0.94341, -3.40764], [0.26721, -1.25935, -2.59525], [-1.12169, -0.44945, -1.90203], [0.22774, -2.01065, -0.35642], [1.49760, -0.79074, -0.35484], [-0.09147, -0.40918, 0.30758], [-2.81928, 4.49687, -2.85962], [-3.64673, 5.31628, -0.23499], [-1.89360, 5.11762, -0.19239], [-2.27420, 2.12356, 0.91316], [-4.01953, 0.62841, -1.73210], [-6.24713, 4.06337, -0.98299], [-6.62490, 3.31051, -3.13564], [2.76894, 5.20473, -1.46411], [2.96978, 3.47435, -1.86236], [2.13836, 3.95894, -0.38046], [2.02821, 3.70772, -3.95218], [3.36643, 0.76351, 1.63567], [3.76197, 0.14970, 0.42161], [4.50526, 1.00245, -0.43046], [5.99001, 0.72287, -0.36061], [6.52412, 1.04003, 0.91095], [6.72730, -0.09185, 1.73850], [2.95823, -0.01676, 2.27655], [4.21160, 1.23630, 2.14234], [2.58706, 1.50740, 1.44599], [4.31527, 2.05228, -0.18025], [4.15965, 0.82823, -1.45596], [6.50302, 1.34401, -1.10178], [6.18006, -0.32664, -0.60774], [7.56452, -0.69826, 1.37845], [5.83270, -0.71672, 1.79169], [6.96395, 0.27411, 2.73585], [-7.41803, -1.12678, -1.40232], [-7.89082, -2.46125, -1.53078], [-9.23395, -2.55207, -1.95952], [-9.33556, -2.86766, -3.43623], [-8.84874, -1.80728, -4.24011], [-7.53473, -2.01381, -4.72329], [-6.34460, -1.16143, -1.25019], [-7.61850, -0.54133, -2.30109], [-7.88105, -0.63542, -0.53915], [-9.77164, -1.62202, -1.74485], [-9.71145, -3.35834, -1.39240], [-10.38710, -3.02264, -3.69849], [-8.79189, -3.79369, -3.65187], [-7.51960, -2.79652, -5.49057], [-6.84805, -2.28563, -3.91863], [-7.20291, -1.07746, -5.16801], [6.18512, -3.14678, 6.81114], [5.21233, -4.03524, 6.29695], [4.55085, -3.55122, 5.14149], [5.09143, -4.17754, 3.87624], [6.43415, -3.79526, 3.62967], [7.38134, -4.78892, 3.97247], [6.74143, -3.68468, 7.57663], [6.87742, -2.81300, 6.03388], [5.71258, -2.27104, 7.26966], [4.63630, -2.46095, 5.07997], [3.49031, -3.80347, 5.23645], [4.48885, -3.83712, 3.02818], [5.00774, -5.26734, 3.93521], [7.34332, -5.62613, 3.26711], [7.21956, -5.16722, 4.98486], [8.36660, -4.32929, 3.91698]],
  "mulliken_charge": [0.514, -1.038, 0.648, -0.199, -0.494, -0.801, -0.132, -0.068, -0.488, -0.251, -0.362, 0.747, -0.457, -0.558, -0.497, 0.118, -1.068, -0.514, 0.504, -0.096, 0.429, 0.412, 0.139, 0.410, 0.034, 0.237, -0.141, 0.440, 0.337, 0.256, 0.157, 0.308, 0.304, 0.449, 0.250, 0.219, 0.318, -0.505, -0.230, -0.145, -0.847, -0.403, -0.766, 0.283, 0.471, -0.142, 0.234, 0.283, 0.403, 0.372, 0.371, 0.319, 0.274, -0.727, -0.404, -0.482, -0.489, -0.378, -0.705, 0.221, 0.320, 0.365, 0.303, 0.393, 0.372, 0.306, 0.316, 0.319, 0.241, -0.681, -0.380, -0.457, -0.535, -0.294, -0.798, 0.251, 0.288, 0.316, 0.305, 0.372, 0.374, 0.342, 0.315, 0.348, 0.226],
  "e_homo_ev": -8.604,
  "e_lumo_ev": 0.36
}

---

Entry 3:
{
  "formula": "C19H50F3N3O24P4",
  "method": "ωB97M-V/def2-TZVPD",
  "species": ["C", "N", "O", "O", "H", "H", "H", "C", "N", "O", "O", "H", "H", "H", "C", "N", "O", "O", "H", "H", "H", "C", "O", "P", "O", "O", "C", "O", "C", "H", "H", "H", "H", "H", "H", "H", "H", "H", "C", "O", "P", "O", "O", "C", "O", "C", "H", "H", "H", "H", "H", "H", "H", "H", "H", "C", "O", "P", "O", "O", "C", "O", "C", "H", "H", "H", "H", "H", "H", "H", "H", "H", "C", "O", "P", "O", "O", "C", "O", "C", "H", "H", "H", "H", "H", "H", "H", "H", "H", "C", "C", "O", "C", "O", "C", "F", "F", "F", "H", "H", "H", "H", "H"],
  "positions_angstrom": [[0.89549, 5.29255, -0.52447], [1.64678, 4.02757, -0.81778], [2.72285, 3.88278, -0.34197], [1.07098, 3.18072, -1.47038], [0.57745, 5.74170, -1.46533], [1.46927, 5.82773, 0.23214], [0.00211, 4.88694, -0.04966], [-1.23110, 0.75199, -0.31686], [0.19340, 0.76823, -0.50406], [0.73095, 1.85242, -0.49622], [0.79809, -0.24402, -0.59343], [-1.70421, 0.68644, -1.29663], [-1.43749, 1.63580, 0.28679], [-1.55289, -0.18342, 0.14092], [1.97206, 1.20675, -1.86828], [3.12427, 0.78126, -2.73101], [3.21714, 1.29969, -3.85950], [3.88540, -0.05304, -2.21955], [1.75156, 0.33454, -1.25287], [1.18955, 1.56577, -2.53678], [2.33214, 2.10728, -1.37079], [1.93611, 1.24821, 1.00490], [2.64342, 1.75559, 2.12758], [4.27400, 1.92783, 1.95669], [4.95203, 1.78455, 0.62168], [4.49050, 3.45154, 2.48351], [4.10683, 4.67970, 1.82477], [4.90436, 1.04295, 3.13169], [5.83384, 1.50147, 4.08980], [1.01298, 1.82662, 0.96781], [1.73090, 0.18728, 0.86200], [2.47285, 1.50845, 0.09259], [4.09873, 5.45474, 2.59115], [3.13654, 4.54399, 1.34705], [4.91401, 5.04834, 1.19179], [5.83741, 2.57104, 4.29983], [6.85322, 1.14678, 3.93767], [5.46782, 1.07993, 5.02598], [-3.59336, 1.10147, -0.23013], [-4.05254, 2.26444, -0.92685], [-4.52537, 2.09149, -2.48195], [-4.95076, 0.74432, -2.91436], [-5.71414, 3.21080, -2.50004], [-6.81299, 2.93370, -3.31468], [-3.31085, 2.86712, -3.34800], [-2.15267, 2.10378, -3.69540], [-4.42703, 0.53777, 0.18863], [-2.94609, 1.37338, 0.60365], [-2.94606, 0.40372, -0.76141], [-6.45418, 2.77856, -4.33217], [-7.57468, 3.67896, -3.08551], [-7.24552, 1.95698, -3.09779], [-1.29820, 2.51456, -3.15757], [-1.78287, 2.02062, -4.71738], [-2.25780, 1.03404, -3.51456], [1.20272, -5.72192, -0.48895], [0.43771, -5.54952, 0.71557], [-0.63517, -4.36185, 0.92799], [-1.73393, -4.43322, -0.03945], [-0.98681, -4.50900, 2.50413], [-0.02349, -4.42558, 3.49406], [0.20178, -2.97303, 0.78184], [-0.05447, -2.00909, -0.24241], [0.75731, -5.03945, -1.21279], [0.88493, -6.65166, -0.96086], [2.26550, -5.52871, -0.34311], [0.94946, -4.27159, 3.02743], [-0.00892, -5.32446, 4.11042], [-0.16887, -3.59790, 4.18826], [-0.13804, -1.00086, 0.16329], [-1.04841, -2.17626, -0.65744], [0.56146, -2.22552, -1.11527], [-2.58051, -1.42281, 2.10383], [-1.77418, -1.59740, 0.96187], [-2.52889, -1.88375, -0.52206], [-2.98498, -3.29460, -0.70154], [-3.76691, -0.77036, -0.41217], [-4.93409, -0.95376, -1.22338], [-1.45500, -1.21239, -1.60246], [-1.63117, -1.33657, -2.96621], [-1.91672, -1.98120, 2.76390], [-3.54729, -1.92623, 2.10812], [-2.52681, -0.36494, 2.36096], [-5.81348, -1.01438, -0.58222], [-4.92099, -1.85941, -1.82981], [-5.05382, -0.15931, -1.95999], [-0.79870, -1.81700, -3.48029], [-1.76501, -0.34261, -3.39308], [-2.50367, -1.93118, -3.23691], [2.53810, -1.76798, -0.61242], [2.75254, -2.47844, 0.72756], [2.38316, -1.62622, 1.76896], [2.12755, -2.14718, 2.98158], [2.49433, -3.25563, 3.38135], [1.23843, -1.25103, 3.94521], [0.45135, -1.95849, 4.81217], [1.98062, -0.34108, 4.57530], [0.42228, -0.45441, 3.18117], [2.76627, -2.40033, -1.47042], [3.07969, -0.83686, -0.77917], [1.52261, -1.38168, -0.69985], [3.80146, -2.74764, 0.85171], [2.20662, -3.40941, 0.88043]],
  "mulliken_charge": [-0.900, 1.030, -0.595, -0.370, 0.304, 0.289, 0.330, -0.448, 0.236, -0.881, 0.018, -0.669, 0.568, -0.178, -0.232, 1.196, -0.746, -0.663, -0.312, 0.183, -0.011, 0.336, -0.689, 0.760, -0.701, -0.385, -0.368, -0.182, -0.716, 0.004, -0.107, 0.276, 0.315, 0.031, 0.273, 0.313, 0.275, 0.248, -1.439, -0.448, 0.923, -0.622, -0.356, -0.735, -0.349, 0.369, 0.658, 0.595, 0.785, 0.323, 0.244, 0.292, 0.027, 0.490, -0.740, -0.503, -0.430, 0.663, -0.689, -0.493, -0.542, -0.055, -0.955, 0.115, 0.366, 0.255, 0.227, 0.356, 0.270, 1.013, -0.184, 1.565, -0.878, -0.044, 0.253, -0.746, 0.055, -0.826, 0.916, -0.951, 0.189, 0.215, 0.301, 0.368, 0.447, 0.208, 0.282, 0.217, 0.417, -0.659, -0.641, -0.034, 0.309, -0.620, 0.816, -0.305, -0.280, -0.157, 0.341, 0.662, 0.645, 0.628, 0.042],
  "e_homo_ev": -8.015,
  "e_lumo_ev": -1.27
}